Formula: C28H54BBaIN9O3P
Source: the OMol25 dataset
Level of theory: ωB97M-V/def2-TZVPD

Values from the calculation:
Charge: +2
Spin multiplicity: 1
E_LUMO (eV): -5.02
Total energy (eV): -68220.6082
ΔE to the lowest compared entry with this formula, charge and spin (kcal/mol): 33.6
Maximum force (eV/Å): 3.49

Positions of all 98 atoms, in Å:
Ba: 0.1293 0.1648 -0.1296
C: 3.0048 -4.3613 1.8471
C: 2.2679 -3.6729 0.7368
C: 2.0708 -4.1198 -0.5537
C: 1.2995 -3.1335 -1.1842
N: 1.0559 -2.1301 -0.3356
N: 1.6498 -2.4770 0.8609
B: 1.4609 -1.7247 2.2245
N: -0.0430 -1.6112 2.6124
N: -0.9852 -0.9164 1.8951
C: -2.1371 -1.0797 2.5332
C: -1.9670 -1.8878 3.6620
C: -0.6188 -2.2016 3.6845
C: 0.1207 -3.0343 4.6887
C: -3.3722 -0.3820 2.0164
C: -3.5965 -0.7373 0.5394
C: -3.1744 1.1334 2.1580
C: -4.5973 -0.8032 2.8220
N: 2.1842 -0.3386 2.3017
N: 1.8094 0.7841 1.5962
C: 2.5360 1.7974 2.0902
C: 3.3900 1.3312 3.0940
C: 3.1393 -0.0263 3.1985
C: 3.7689 -1.0133 4.1352
C: 2.3658 3.2191 1.6087
C: 3.2331 4.1564 2.4452
C: 0.8932 3.6386 1.7464
C: 2.7798 3.3231 0.1434
C: 0.7922 -3.2023 -2.6104
C: 0.0058 -4.5094 -2.7898
C: -0.1281 -2.0312 -2.9750
C: 1.9933 -3.2102 -3.5623
H: 3.4760 -5.2614 1.4570
H: 3.7802 -3.7279 2.2779
H: 2.3340 -4.6554 2.6576
H: 2.4301 -5.0543 -0.9673
H: 1.9842 -2.4117 3.0514
H: -2.7074 -2.2036 4.3830
H: -0.5785 -3.3766 5.4500
H: 0.5811 -3.9136 4.2325
H: 0.9103 -2.4667 5.1853
H: -2.7624 -0.4022 -0.0896
H: -3.6972 -1.8173 0.4023
H: -4.5126 -0.2617 0.1701
H: -2.3188 1.4808 1.5697
H: -4.0693 1.6715 1.8248
H: -2.9867 1.4049 3.2007
H: -4.7721 -1.8813 2.7467
H: -4.4843 -0.5452 3.8791
H: -5.4865 -0.2873 2.4430
H: 4.0976 1.8960 3.6857
H: 4.5638 -0.5195 4.6901
H: 3.0484 -1.4068 4.8555
H: 4.1984 -1.8638 3.6047
H: 2.9505 4.1282 3.5021
H: 4.2932 3.8949 2.3665
H: 3.1117 5.1852 2.0911
H: 0.5500 3.5274 2.7767
H: 0.7612 4.6829 1.4485
H: 0.2405 3.0265 1.1145
H: 3.8414 3.0515 0.0406
H: 2.1793 2.6671 -0.4877
H: 2.6581 4.3416 -0.2364
H: -0.8614 -4.5379 -2.1236
H: -0.3487 -4.5982 -3.8226
H: 0.6266 -5.3810 -2.5704
H: -1.0032 -1.9987 -2.3128
H: 0.4018 -1.0789 -2.9173
H: -0.4876 -2.1666 -3.9989
H: 2.6215 -4.0888 -3.3989
H: 1.6607 -3.2207 -4.6069
H: 2.6212 -2.3274 -3.3993
N: -0.2869 2.7761 -4.3994
C: 0.6326 1.5898 -4.5967
P: 1.7817 1.6357 -3.1803
O: 2.1326 3.0828 -3.0397
O: 1.1912 0.8531 -2.0230
C: 3.3628 0.8451 -3.5959
N: 4.2698 1.2883 -2.4522
H: -1.0228 2.5354 -3.7095
H: -0.7203 3.0794 -5.2674
H: 0.2629 3.5468 -4.0058
H: 1.1743 1.7056 -5.5335
H: 0.0310 0.6844 -4.6189
H: 3.7777 1.2568 -4.5125
H: 3.3384 -0.2382 -3.6357
H: 5.2472 1.0601 -2.6096
H: 3.9830 0.8660 -1.5678
H: 4.1749 2.3032 -2.3298
N: -3.4354 2.8466 -1.1325
C: -2.9398 2.1322 -2.1435
O: -1.7359 2.1964 -2.4665
C: -3.8870 1.2344 -2.8798
I: -5.2208 2.3808 -4.0717
H: -2.8508 3.5126 -0.6585
H: -4.4130 2.8133 -0.8951
H: -4.4970 0.6404 -2.2039
H: -3.3319 0.5974 -3.5515